Molecular formula: C15H17N3O2PtSb
Method: DFT, ωB97M-V with the def2-TZVPD basis set

Atoms and positions in Å:
C1 -1.57343 1.32664 -2.71763
H1 2.31308 -0.26144 -1.72311
O1 1.92162 1.96242 2.45873
H2 1.17855 -0.76344 -3.02628
H3 2.33471 -1.93409 -2.33987
H4 -2.00374 1.97658 -4.70498
C2 1.16395 2.32222 -0.44046
C3 0.18235 0.27944 4.12742
N1 -1.00395 -0.02790 2.07730
H5 -0.21652 -4.02155 -1.56773
H6 -2.61643 -1.59595 4.54575
Sb1 0.36639 -1.71432 -0.63770
C4 -0.77784 -0.49496 4.78227
H7 1.01864 0.72907 4.64909
C5 -1.93230 -0.76616 2.70168
H8 2.13301 -3.10488 0.69099
C6 1.49216 -2.29015 1.03829
Pt1 -0.88357 0.46024 0.11911
O2 2.10214 3.01641 -0.26986
C7 0.33642 2.22433 -1.70496
H9 -1.59607 -3.56349 -0.51463
H10 -0.69521 -0.68077 5.84583
H11 0.01150 3.44054 -4.82545
N2 -0.75657 1.41476 -1.65851
H12 2.10860 -1.45078 1.35576
H13 0.85468 -2.64470 1.84526
C8 -0.93352 -3.23474 -1.31127
C9 -0.20090 2.86975 -3.93012
C10 1.00163 1.37519 2.01162
C11 0.03953 0.49269 2.77893
H14 -2.76633 -1.12656 2.11156
C12 -1.31971 2.05244 -3.87040
C13 1.70234 -1.06907 -2.12322
H15 1.51235 3.60852 -2.80641
C14 0.64248 2.96290 -2.82081
C15 -1.84507 -1.01125 4.06271
H16 -1.48493 -2.91551 -2.19202
H17 -2.45283 0.70126 -2.62169
N3 0.64281 1.45629 0.60483

## Properties
Lowest unoccupied orbital energy   -13.27 eV
HOMO   -0.737 hartree
Multiplicity   1
Energy   -34150.05449 eV
Net charge   +3

Atomic partial charges in e from the natural (NBO) method, atoms 1 to 6: C 0.062; H 0.275; O -0.368; H 0.277; H 0.299; H 0.286

***

Molecular formula: C15H17N3OS2
Method: DFT, ωB97M-V with the def2-TZVPD basis set

Atoms and positions in Å:
H1 3.09681 1.89910 2.21311
H2 1.51531 1.75998 2.97465
C1 0.31450 -1.09502 2.49671
H3 1.83280 3.00240 -1.13326
C2 -0.68033 2.85422 -0.39171
H4 2.36107 4.09394 0.14317
H5 0.08027 3.90175 1.28299
C3 1.75563 -2.00485 4.18336
H6 -0.40424 -0.35765 2.17315
C4 1.59977 -3.07347 2.03976
H7 3.28667 2.63178 -0.20412
N1 -1.37490 -0.20708 -2.25717
S1 -2.04823 2.10437 -3.20067
C5 -1.40843 1.15899 -2.03101
C6 1.44632 2.27793 0.87300
C7 0.68379 -2.11197 1.61796
C8 0.02678 2.86487 0.94795
C9 -0.03797 -3.24774 -0.51655
C10 -0.85485 -1.17552 -1.45828
O1 -1.01766 3.83468 -0.99387
H8 2.17166 -1.96445 5.17877
C11 0.10761 -2.14999 0.27876
H9 -0.55413 0.77958 -0.25298
C12 2.28360 3.04795 -0.14444
N2 -0.36604 -0.99309 -0.27623
H10 2.84247 -3.76413 3.63165
H11 0.22245 -4.26462 -0.31022
C13 2.09792 2.32670 2.25263
N3 -0.88943 1.55542 -0.83794
S2 -0.79090 -2.84281 -2.01564
C14 2.13078 -3.01647 3.31427
H12 1.39004 1.22854 0.56096
C15 0.84542 -1.04575 3.77110
H13 -0.56941 2.29816 1.66674
H14 0.54586 -0.26007 4.44937
H15 -1.75365 -0.48554 -3.15379
H16 1.90625 -3.85629 1.36256
H17 2.17763 3.35426 2.60009

## Properties
Lowest unoccupied orbital energy   0.12 eV
Structure (SMILES)   CC(C)CC(=O)NC(=S)Nc1nc(-c2ccccc2)cs1
HOMO   -0.304 hartree
Multiplicity   1
Energy   -44020.42943 eV
Net charge   0

Atomic partial charges in e from the natural (NBO) method, atoms 1 to 6: H 0.213; H 0.205; C -0.220; H 0.215; C 0.702; H 0.208

***

Molecular formula: C15H17NO5
Method: DFT, ωB97M-V with the def2-TZVPD basis set

Atoms and positions in Å:
N1 2.01209 -1.82745 -1.24465
H1 1.35531 -3.03158 1.56322
C1 -1.75339 4.36581 1.26304
C2 2.02755 -2.27616 1.13973
O1 0.85714 -2.64776 -4.67245
H2 2.74697 -1.28871 -3.11221
H3 -4.99417 3.90137 2.11723
H4 2.95024 -2.24526 1.72394
H5 1.41587 1.39074 0.85300
C3 -0.41524 0.42607 1.46552
C4 -2.21556 2.02299 1.64660
C5 0.08074 -0.95099 1.36246
C6 2.36831 -2.70811 -0.29079
O2 -0.61452 -1.93652 1.39307
C7 1.36906 -1.69982 -5.57735
H6 0.91413 1.73011 2.52196
H7 2.70490 -3.03574 -2.74928
C8 -3.54218 2.34563 1.92741
H8 -1.05103 5.13791 0.99189
H9 0.20175 -2.98015 -2.81947
C9 2.16190 -2.09265 -2.65397
H10 -4.22960 1.55051 2.17496
C10 0.78858 -2.21805 -3.33893
O3 -0.01321 2.79637 1.01815
H11 1.53308 -0.98231 -0.97402
H12 -3.40787 5.68876 1.50318
C11 -3.07397 4.66314 1.54688
H13 1.19441 -2.10579 -6.57185
C12 -3.96760 3.65816 1.89109
C13 -1.73316 0.66714 1.58303
H14 0.25682 -1.25373 -3.27393
H15 2.44387 -1.53899 -5.44249
C14 -1.30892 3.05111 1.33158
H16 0.84853 -0.73897 -5.48146
O4 2.93166 -3.75666 -0.50457
C15 0.54941 1.58167 1.49075
H17 -2.43770 -0.15108 1.59048
O5 1.42794 -0.99326 1.23089

## Properties
Lowest unoccupied orbital energy   -0.35 eV
Structure (SMILES)   COCCNC(=O)COC(=O)C1=Cc2ccccc2OC1
HOMO   -0.317 hartree
Multiplicity   1
Energy   -27558.09149 eV
Net charge   0

Atomic partial charges in e from the natural (NBO) method, atoms 1 to 6: N -0.611; H 0.241; C -0.287; C -0.178; O -0.527; H 0.189

***

Molecular formula: C15H17NPbS2
Method: DFT, ωB97M-V with the def2-TZVPD basis set

Atoms and positions in Å:
Pb1 0.01436 0.16733 0.76357
H1 -2.22954 0.76193 -2.11073
C1 0.25936 2.07573 -3.48082
C2 -0.03664 -0.12847 4.01767
H2 0.26236 -1.80797 6.97167
H3 -1.56444 -1.41287 -1.72623
C3 0.09246 -0.98847 6.28537
H4 -0.66974 2.34723 6.23927
H5 2.73106 -0.39367 -3.12073
C4 0.41186 -1.78717 2.58417
C5 1.48706 1.25753 -3.17703
C6 -0.08264 -1.75347 -3.29372
C7 -0.43524 1.36123 5.85908
H6 0.48126 -2.31527 -2.53573
C8 -0.34664 1.15183 4.47207
H7 -0.50884 1.96563 3.77697
H8 -0.88304 0.80363 -4.82633
H9 0.04226 2.68733 -2.59383
H10 2.25086 1.80743 -2.62553
C9 0.92606 -1.02717 -4.21093
H11 -0.28804 0.47313 7.82608
C10 -1.49054 0.35263 -2.79983
C11 -0.21774 0.29743 6.76057
H12 1.58926 -1.78867 -4.63822
C12 -1.09384 -0.90447 -2.56883
H13 -1.34514 0.30783 0.19997
S1 0.54676 -2.60707 4.05577
C13 1.77206 -0.01547 -3.47583
H14 -0.61344 -2.51637 -3.88473
H15 -1.81294 2.05433 -4.03643
C14 0.17966 -1.17717 4.90847
S2 0.59396 -2.28047 0.86017
N1 0.09986 -0.50097 2.72907
H16 0.40466 -0.57417 -5.05592
C15 -1.02474 1.31053 -3.87003
H17 0.49796 2.79653 -4.27863

## Properties
Lowest unoccupied orbital energy   0.26 eV
HOMO   -0.262 hartree
Multiplicity   1
Energy   -44235.87354 eV
Net charge   0

Atomic partial charges in e from the Mulliken method, atoms 1 to 6: Pb 0.335; H 0.330; C -0.448; C 0.197; H 0.374; H 0.695